1.
# C12H25N6O4

The ion C12H25N6O4 with charge +1 at a distorted geometry (ωB97M-V/def2-TZVPD, the Open Molecules 2025 dataset).

E ... -29974.146 eV
F_max ... 6.66 eV/Å
Charge ... +1
ΔE to the lowest compared entry with this formula, charge and spin ... 52.3 kcal per mole
SMILES string ... CNC(=O)[C@@H](CO)NC(=O)[C@@H](CCCNC(N)=[NH2+])NC(C)=O
Frontier orbital gap ... 9.0527 eV

Geometry (Å):
O: -2.940 0.719 0.082
O: 0.288 -0.629 -0.854
O: 0.027 0.692 4.267
O: -1.823 -3.044 -1.737
N: 2.236 1.221 -2.815
N: 3.244 -0.337 -1.536
N: 3.966 1.809 -1.756
N: -0.203 1.086 2.072
N: -3.490 -0.451 -1.737
N: -1.148 -1.275 0.832
C: -0.070 -0.660 0.328
C: -1.364 2.453 3.670
C: 0.717 -0.069 1.539
C: -2.963 -0.343 -0.524
C: -0.486 1.350 3.340
C: 2.006 0.547 1.064
C: -2.559 -2.894 -0.562
C: 3.147 0.878 -2.021
C: -2.464 -1.576 0.207
C: 3.966 -0.624 -0.317
C: -4.275 0.550 -2.515
C: 2.988 -0.644 0.857
H: 2.160 2.198 -3.043
H: -5.115 0.975 -1.960
H: -2.293 -3.597 0.204
H: 4.281 -1.652 -0.479
H: -1.220 -3.699 -1.529
H: -4.671 -0.001 -3.373
H: 3.435 -0.653 1.828
H: 0.769 -0.773 2.335
H: 2.400 -1.514 0.693
H: 1.807 1.150 0.288
H: -0.900 3.421 3.391
H: -3.129 -1.343 -2.165
H: 1.415 0.635 -2.912
H: -3.588 1.294 -2.906
H: 4.890 1.540 -1.435
H: -3.244 -1.557 0.909
H: 2.489 -0.982 -1.764
H: -1.124 -1.423 1.887
H: -1.596 2.237 4.699
H: 2.353 1.306 1.779
H: -0.679 1.705 1.426
H: 4.776 0.031 -0.116
H: -3.576 -3.022 -0.851
H: 3.882 2.722 -1.926
H: -2.319 2.241 3.135

Here are the Löwdin charges for atoms 1 to 6, given in e: 0.05, 0.05, 0.02, 0.00, 0.25, 0.11

---

2.
# C48H46LuN2O3P2S5

A structure of composition C48H46LuN2O3P2S5 at a distorted geometry (ωB97M-V/def2-TZVPD, the Open Molecules 2025 dataset).

E ... -166023.564 eV
F_max ... 3.15 eV/Å
Charge ... -1
Frontier orbital gap ... 5.3996 eV

Geometry (Å):
Lu: 0.631 -1.104 -0.524
S: -1.051 -2.145 -2.376
S: 5.230 -0.987 -2.462
S: 0.692 1.972 -3.545
S: -0.343 -3.176 1.187
S: 4.242 2.945 -2.287
P: -2.340 -1.027 -1.263
P: -1.589 -1.618 1.536
O: 8.583 -2.191 1.136
O: 1.757 0.103 -1.692
O: 2.123 -2.863 -0.785
N: 1.818 -0.149 1.399
N: 1.742 1.164 1.642
C: -6.335 -3.162 -0.813
C: 2.775 0.568 -2.430
C: -1.083 1.404 4.106
C: 0.866 2.650 -5.110
C: -0.949 3.418 0.952
C: 5.054 2.345 0.047
C: 3.100 -1.629 -3.669
C: -3.474 1.660 -4.215
C: -1.658 -0.551 0.192
C: -3.344 -3.699 2.477
C: 2.839 1.498 -4.914
C: -5.192 -3.926 -0.619
C: 0.971 3.544 -0.243
C: -6.341 -1.843 -1.195
C: -0.040 -0.518 5.107
C: -0.293 2.882 -0.128
C: -0.434 -1.262 4.019
C: -3.150 -2.387 2.133
C: 2.270 1.220 -3.696
C: -3.020 1.607 -1.526
C: 1.995 2.297 -5.716
C: 4.215 1.256 -0.375
C: -3.949 -3.296 -0.775
C: 5.164 3.334 -0.915
C: 3.612 -0.626 -2.926
C: 2.310 1.520 2.782
C: -4.272 -1.544 2.070
C: -3.469 2.791 -2.101
C: 2.824 -2.076 2.566
C: 3.952 -2.683 -3.937
C: -3.829 2.792 -3.449
C: -4.629 -4.162 2.873
C: -0.378 0.834 5.169
C: -5.640 -3.222 2.941
C: 2.249 2.931 3.281
C: 2.474 -0.629 2.425
C: 3.712 1.458 -1.637
C: -3.954 -1.926 -1.077
C: -1.106 -0.644 2.928
C: 2.781 0.333 3.368
C: -3.107 0.457 -3.608
C: -5.128 -1.193 -1.314
C: -1.484 0.681 2.977
C: -5.479 -1.939 2.546
C: 5.165 -2.491 -3.340
C: -0.119 4.499 1.467
C: 1.099 4.558 0.739
C: -2.882 0.422 -2.228
H: 2.946 3.485 2.654
H: 2.377 2.552 -6.672
H: 1.686 -3.670 -0.515
H: 1.339 1.823 0.852
H: 3.361 0.165 4.243
H: 5.967 -3.227 -3.398
H: -1.887 3.177 1.446
H: -4.095 -0.517 1.813
H: 1.594 3.323 -1.067
H: 2.108 -1.483 -4.036
H: 2.630 -2.882 -1.652
H: 2.346 2.963 4.398
H: 3.762 -3.635 -4.418
H: -6.570 -3.517 3.337
H: -4.841 -5.263 3.116
H: -3.013 -3.894 -0.646
H: 3.833 1.236 -5.337
H: -2.023 1.077 2.129
H: 8.938 -1.313 1.360
H: -1.381 2.469 4.097
H: -2.413 -4.375 2.457
H: -6.293 -1.300 2.640
H: -3.698 3.650 -1.482
H: -0.100 -2.285 3.896
H: 5.593 4.320 -0.789
H: -7.322 -1.303 -1.276
H: -0.173 1.425 6.082
H: 0.067 3.314 -5.509
H: -0.596 2.161 -0.849
H: 3.682 -2.356 1.933
H: -7.289 -3.633 -0.650
H: 3.110 -2.368 3.567
H: 0.535 -0.891 5.935
H: 2.034 -2.769 2.288
H: 1.867 5.271 0.918
H: 5.529 2.418 1.020
H: 9.344 -2.805 1.280
H: -5.363 -4.971 -0.277
H: -5.167 -0.182 -1.610
H: -3.600 1.636 -5.318
H: -4.244 3.634 -3.962
H: -2.701 1.604 -0.478
H: -0.375 5.182 2.232
H: 1.248 3.367 3.071
H: 3.999 0.357 0.161
H: -2.938 -0.448 -4.160

Here are the Löwdin charges for atoms 1 to 6, given in e: 1.32, 0.19, 1.08, 1.10, 0.26, 1.06

---

3.
# C15H16N2O8Pd

A structure of composition C15H16N2O8Pd (ωB97M-V/def2-TZVPD, the Open Molecules 2025 dataset).

E ... -38655.074 eV
F_max ... 0.86 eV/Å
Charge ... 0
ΔE to the lowest compared entry with this formula, charge and spin ... 10.0 kcal per mole
Frontier orbital gap ... 8.5688 eV

Geometry (Å):
Pd: 0.081 0.120 0.108
O: 0.397 2.085 -1.880
O: 1.969 3.522 0.989
O: 1.682 1.361 0.607
O: -4.291 -1.954 2.004
O: -1.453 -1.719 1.543
O: -2.684 2.977 -0.351
O: -1.500 -0.869 -0.531
O: -1.047 1.695 0.461
N: 1.113 -1.576 -0.084
N: 2.009 -3.469 0.536
C: 1.413 -2.339 0.947
C: -5.294 -3.449 0.412
C: -1.956 -1.638 0.432
C: 1.579 2.519 0.225
C: 2.462 -4.554 1.397
C: -1.652 2.357 -0.485
C: 1.182 2.987 -1.169
C: 2.084 -3.426 -0.838
C: -3.128 -2.474 0.012
C: -3.088 -3.134 -1.211
C: -4.120 -3.963 -1.622
C: 1.518 -2.250 -1.213
C: -0.996 2.378 -1.852
C: -4.247 -2.631 0.825
C: -5.229 -4.116 -0.801
H: -6.051 -4.750 -1.105
H: 1.156 -2.120 1.969
H: -6.165 -3.557 1.050
H: -4.065 -4.474 -2.574
H: 3.324 -4.246 1.985
H: -1.171 3.375 -2.263
H: -2.224 -2.977 -1.844
H: 2.515 -4.227 -1.412
H: -1.484 1.641 -2.486
H: -5.154 -2.090 2.409
H: 2.247 3.157 1.845
H: 0.733 3.979 -1.079
H: 2.136 3.097 -1.696
H: 2.743 -5.398 0.774
H: 1.658 -4.861 2.062
H: 1.356 -1.843 -2.195

Here are the Löwdin charges for atoms 1 to 6, given in e: 1.08, -0.14, 0.17, -0.01, 0.08, 0.04

---

4.
# C10H12N6O4

A cluster of 2 separate species, C10H12N6O4 in total at a distorted geometry (ωB97M-V/def2-TZVPD, the Open Molecules 2025 dataset).

E ... -27684.218 eV
F_max ... 3.62 eV/Å
Charge ... 0
ΔE to the lowest compared entry with this formula, charge and spin ... 23.2 kcal per mole
SMILES string ... N#Cc1cc([N+](=O)[O-])cc2c1no[n+]2[O-].CNN(C)C
Frontier orbital gap ... 4.7101 eV

Geometry (Å):
O: 1.527 3.712 0.656
O: 1.246 2.506 -1.305
O: 0.940 -2.586 0.685
O: 0.772 -2.677 2.867
N: 1.466 3.458 2.042
N: -0.726 -0.778 -1.730
N: 1.268 2.516 -0.083
N: 0.858 -2.018 1.809
N: 1.380 2.689 5.579
N: -1.299 0.037 -2.660
C: 0.898 -0.588 1.886
C: 1.312 2.102 4.567
C: 0.898 0.150 0.697
C: 1.179 1.381 3.335
C: -1.618 -1.773 -1.101
C: 0.514 -1.415 -2.263
C: 1.073 1.504 0.863
C: 0.992 0.005 3.188
C: 1.203 2.134 2.119
C: -2.708 0.143 -2.928
H: -0.640 0.699 -3.069
H: -2.859 0.119 -4.019
H: 0.675 -0.281 -0.279
H: 0.970 -0.620 4.080
H: 0.462 -2.492 -2.042
H: 0.575 -1.188 -3.333
H: -3.097 1.092 -2.531
H: -3.235 -0.716 -2.495
H: -1.439 -2.759 -1.559
H: -2.672 -1.501 -1.166
H: 1.405 -1.018 -1.763
H: -1.322 -1.837 -0.047

Here are the Löwdin charges for atoms 1 to 6, given in e: 0.05, 0.09, 0.05, 0.07, 0.16, -0.31

---

5.
# C8H8N2S

A cluster of 2 separate species, C8H8N2S in total at a distorted geometry (ωB97M-V/def2-TZVPD, the Open Molecules 2025 dataset).

E ... -22233.902 eV
F_max ... 2.71 eV/Å
Charge ... 0
ΔE to the lowest compared entry with this formula, charge and spin ... 187.7 kcal per mole
Frontier orbital gap ... 5.9233 eV

Geometry (Å):
S: 4.632 -1.292 -0.843
N: 0.268 1.333 0.107
N: 0.438 -0.970 -0.480
C: 2.438 1.894 0.331
C: 2.476 0.481 -0.113
C: 0.956 0.146 -0.290
C: 3.495 -0.226 -0.560
C: 1.158 2.320 0.500
C: -2.689 -0.244 -1.003
C: -2.159 -2.228 0.744
C: -2.178 -1.145 -0.251
H: -0.707 1.421 0.385
H: -3.670 0.100 -1.153
H: -2.090 0.404 -1.700
H: -2.711 -3.136 0.356
H: 0.798 3.245 0.919
H: -1.093 -2.514 0.824
H: -2.734 -1.916 1.601
H: 3.374 2.326 0.626

Here are the Löwdin charges for atoms 1 to 6, given in e: 0.72, 0.03, 0.15, -0.07, -0.24, -0.43

---

Which value of charge does entry 5 give? 0

---

The lowest charge belongs to which entry? C48H46LuN2O3P2S5

---

Among the records above, which one has the highest charge? C12H25N6O4